Arrangement w

Below is a structure of composition C24H32Cl2DyN3O3, with properties calculated with the ωB97M-V functional and the def2-TZVPD basis.

Each line ends with the Löwdin spin population.
Element x y z (Å)
O: 0.83123 0.53248 -4.52402  0.000
C: 1.78447 0.54546 -5.31054  0.000
C: 1.65734 -0.04784 -6.70096  0.000
C: 0.37981 -0.46900 -7.12505  0.000
H: -0.48971 -0.21227 -6.52298  0.000
C: 0.24856 -1.24556 -8.27037  0.000
H: -0.73363 -1.61927 -8.55533  0.000
C: 1.38262 -1.53432 -9.04517  0.000
H: 1.28300 -2.15028 -9.94024  0.000
C: 2.63808 -1.00873 -8.69235  0.000
H: 3.51479 -1.20557 -9.32277  0.000
C: 2.77146 -0.23558 -7.53269  0.000
H: 3.72715 0.20844 -7.23750  0.000
H: 2.79274 0.98553 -5.09260  0.000
C: 2.20485 -2.47839 -0.67110  -0.063
C: 1.80397 -1.54331 0.38024  -0.404
H: 2.83334 -3.27971 -0.25777  -0.018
H: 2.74704 -2.00607 -1.50203  -0.003
H: 1.29767 -2.92692 -1.09749  -0.002
C: 2.07671 -1.49935 1.65778  -0.040
C: 2.85218 -2.58097 2.42554  -0.021
H: 1.71089 -0.70444 2.32005  -0.010
H: 3.26703 -3.34619 1.75282  -0.002
H: 2.17622 -3.06799 3.14415  0.000
H: 3.67436 -2.13593 3.00099  0.000
Dy: -0.18943 0.24980 -0.37988  5.523
Cl: -1.57657 -1.62606 -1.37880  0.000
Cl: 1.77136 0.91539 -1.87881  -0.011
H: -2.74088 1.64880 -4.07322  0.000
H: -4.97075 1.13324 -3.25987  0.000
C: -2.23836 1.28575 -3.17745  0.002
C: -4.53424 0.64788 -2.38499  0.000
N: -3.22920 1.24546 -2.09985  0.004
H: -1.41464 1.95163 -2.88518  0.001
C: -2.91983 1.58465 -0.85976  0.010
O: -1.74794 1.89193 -0.48444  0.013
H: -5.19731 0.79154 -1.51493  0.000
H: -3.77061 1.54274 -0.15833  0.001
H: -1.83772 0.28000 -3.35056  0.001
H: -4.44584 -0.43071 -2.58562  0.000
H: 2.11987 4.21879 3.17030  0.000
H: 1.96144 5.78140 1.07626  0.000
C: 2.53048 3.45129 2.50525  0.000
C: 2.39109 4.94840 0.50040  0.000
N: 2.06915 3.67882 1.13778  0.000
H: 2.24288 2.45736 2.85835  0.000
C: 1.33701 2.80298 0.47493  0.002
O: 0.94456 1.70233 0.96056  0.006
H: 1.95810 4.92418 -0.50948  0.000
H: 1.09931 3.08848 -0.56330  0.000
H: 3.61677 3.56624 2.54709  0.000
H: 3.48097 5.07640 0.44115  0.000
N: -0.97675 -0.39450 1.79712  0.008
C: -1.23049 -0.68316 2.90625  0.003
C: -1.55757 -1.02919 4.25012  0.000
C: -0.62462 -1.67217 5.08629  0.000
C: -0.95140 -1.91018 6.43228  0.000
C: -2.20626 -1.53981 6.92106  0.000
C: -3.15237 -0.94328 6.08133  0.000
C: -2.83253 -0.70828 4.74341  0.000
H: 0.35646 -1.98741 4.70792  0.000
H: -0.21670 -2.38150 7.10579  0.000
H: -2.45153 -1.71838 7.96424  0.000
H: -4.13008 -0.65687 6.46884  0.000
H: -3.58529 -0.26607 4.07856  0.000

The expectation value of S² is 9.3654. Its spin multiplicity is 6. Its HOMO-LUMO gap (spin up / spin down) is 5.671 / 6.139 eV. As for the net charge: 0.


Arrangement x

Below is a structure of composition C24H32Cl2DyN3O3, with properties calculated with the ωB97M-V functional and the def2-TZVPD basis.

Each line ends with the Löwdin spin population.
Element x y z (Å)
O: 0.25094 1.40691 -2.15097  -0.012
C: -0.46130 1.44723 -3.17861  0.002
C: -0.10693 2.00218 -4.49319  0.000
C: 1.02930 2.79927 -4.78144  0.001
H: 1.70692 3.06510 -3.96691  0.000
C: 1.25202 3.25424 -6.09145  0.000
H: 2.11970 3.86780 -6.34129  0.000
C: 0.36877 2.91037 -7.13050  0.001
H: 0.50473 3.28592 -8.15010  0.000
C: -0.75727 2.12871 -6.83775  0.000
H: -1.47330 1.88504 -7.61723  0.000
C: -0.97768 1.66121 -5.54745  0.001
H: -1.83683 1.04165 -5.30966  0.000
H: -1.40386 0.87323 -3.13555  0.000
C: -2.57363 2.34138 -0.58661  0.006
C: -2.36842 1.07597 0.12370  0.023
H: -3.54516 2.81129 -0.35559  0.001
H: -2.49588 2.14742 -1.66794  0.001
H: -1.75301 3.04691 -0.36903  0.000
C: -2.94809 0.42553 1.08894  0.002
C: -3.95331 0.98476 2.09901  0.001
H: -2.70463 -0.63245 1.31903  0.001
H: -4.56003 1.77077 1.63289  0.000
H: -3.46327 1.40636 2.99056  0.000
H: -4.60008 0.16610 2.43294  0.000
Dy: 0.16069 0.03388 -0.25539  5.031
Cl: 1.33353 2.22247 0.43506  -0.007
Cl: -0.89366 -1.40769 -2.19311  -0.011
H: 4.01556 0.85641 -2.98471  0.000
H: 5.71723 1.09496 -1.62340  0.000
C: 3.23156 0.54066 -2.27966  0.000
C: 5.12374 0.97931 -0.70129  0.000
N: 3.89810 0.24773 -1.00316  -0.001
H: 2.72109 -0.35810 -2.66221  0.000
C: 3.32916 -0.49404 -0.06318  -0.001
O: 2.15503 -0.94996 -0.17573  -0.016
H: 5.67694 0.38464 0.04154  0.000
H: 3.93305 -0.65688 0.84219  0.000
H: 2.48318 1.34534 -2.15368  0.000
H: 4.89350 1.97782 -0.27741  0.000
H: -1.40052 -5.37537 2.17713  0.000
H: -0.59346 -6.36251 -0.16467  0.000
C: -1.79515 -4.53301 1.60210  0.000
C: -1.07378 -5.46649 -0.57712  0.000
N: -1.01694 -4.36375 0.38485  0.000
H: -1.75797 -3.61688 2.18795  0.000
C: -0.34103 -3.23665 0.11918  -0.001
O: -0.43174 -2.14978 0.75075  -0.008
H: -0.54694 -5.12783 -1.47234  0.000
H: 0.31075 -3.29593 -0.77983  0.000
H: -2.82547 -4.79278 1.34686  0.000
H: -2.12009 -5.70938 -0.80020  0.000
N: -0.08622 0.24214 2.22569  -0.013
C: -0.05047 0.21278 3.39579  0.000
C: 0.00474 0.16069 4.81843  0.000
C: -1.17827 0.24742 5.56469  0.000
C: -1.12099 0.16502 6.96239  0.000
C: 0.11239 -0.01201 7.60857  0.000
C: 1.29084 -0.10955 6.85096  0.000
C: 1.23656 -0.02477 5.45875  0.000
H: -2.12247 0.36573 5.02279  0.000
H: -2.05469 0.23496 7.52894  0.000
H: 0.15096 -0.07808 8.70199  0.000
H: 2.25503 -0.25594 7.33615  0.000
H: 2.12652 -0.10747 4.82855  0.000

The expectation value of S² is 9.3299. Its spin multiplicity is 6. Its HOMO-LUMO gap (spin up / spin down) is 4.799 / 4.737 eV. As for the net charge: 0.


Looking at the structures above, which would you pick as the most stable? I would pick arrangement x.